This record from the Open Molecules 2025 dataset describes C4H8N2O as an isolated structure in a non-equilibrium geometry. The level of theory is ωB97M-V with the def2-TZVPD basis set.

```
15
Properties=species:S:1:pos:R:3:forces:R:3:nbo_charge:R:1
C -0.6664 0.4233 -0.3447 2.092 -3.971 1.999 0.50
C 1.7782 1.0492 0.0014 -1.007 -0.118 -0.980 -0.60
C 0.4176 0.6046 0.6434 -0.092 0.682 2.526 -0.56
C -1.0425 -1.5636 -0.3418 1.378 1.514 -3.646 -0.35
N -1.1169 1.0553 -1.2500 -2.661 1.799 -2.024 -0.62
N -1.4885 -1.6859 0.8978 -1.635 0.205 1.679 0.04
O -0.6204 -1.7418 1.7510 0.608 -0.818 1.057 -0.39
H 2.2115 0.2755 -0.7551 -0.531 1.380 1.639 0.22
H 1.3740 1.9336 -0.5857 1.372 -0.746 0.430 0.22
H 2.4571 1.3825 0.8443 -0.529 -0.574 -1.365 0.23
H 0.1502 1.5765 1.2948 0.147 -2.369 -1.119 0.24
H 0.4060 -0.3646 1.3417 0.414 2.304 -1.353 0.29
H -0.0766 -2.0566 -0.6588 -0.730 0.764 0.660 0.21
H -1.7977 -1.5978 -1.1374 0.067 -0.170 0.496 0.19
H -1.9855 0.7096 -1.7011 1.108 0.118 0.002 0.39
```
Positions in Å, forces in eV/Å.

Output
- HOMO-LUMO gap (alpha / beta) (eV) = 8.7 / 8.7
- LUMO (alpha / beta) (Ha) = 0.003 / 0.003
- total energy (eV) = -9300.19223
- total charge = 0
- energy above the lowest of the compared OMol25 structures with the same formula, charge and spin (kJ/mol) = 598.3

=====

This record from the Open Molecules 2025 dataset describes C4H8N2O as an isolated structure in a non-equilibrium geometry. The level of theory is ωB97M-V with the def2-TZVPD basis set.

```
15
Properties=species:S:1:pos:R:3:forces:R:3:nbo_charge:R:1
N 0.9390 0.2237 -1.6657 -0.659 0.478 -0.533 -0.89
C -0.2134 0.7417 -0.8720 -0.372 0.367 -1.434 0.73
O -0.3407 1.9261 -0.7492 0.101 -0.570 0.120 -0.53
C -1.1382 -0.3626 -0.3310 -0.021 0.163 -0.426 -0.33
N -0.5428 -0.9884 0.8481 0.296 0.110 -0.306 -0.41
C -0.2654 0.0332 1.8485 0.344 0.274 -0.124 -0.27
C 0.8486 -0.4047 0.9142 0.957 -0.643 -0.366 -0.46
H 1.4970 0.9838 -2.0429 -0.217 -0.016 -0.095 0.41
H 0.7350 -0.5016 -2.3462 -0.118 0.147 0.072 0.41
H -2.1238 0.0714 -0.1181 0.266 -0.047 -0.029 0.22
H -1.2521 -1.1186 -1.1184 -0.010 0.063 0.086 0.20
H -0.7676 1.0000 1.7625 0.236 -0.146 -0.214 0.19
H -0.2933 -0.3597 2.8739 0.252 0.157 -0.452 0.20
H 1.3704 -0.1940 -0.4289 -1.058 0.079 3.478 0.35
H 1.5474 -1.0505 1.4252 0.003 -0.416 0.224 0.19
```
Positions in Å, forces in eV/Å.

Output
- HOMO-LUMO gap (eV) = 9.3
- LUMO (Ha) = 0.026
- total energy (eV) = -9301.56240
- total charge = 0
- energy above the lowest of the compared OMol25 structures with the same formula, charge and spin (kJ/mol) = 466.1